Computed, not measured: a cluster of 7 separate species, H12IO6 in total at a distorted geometry, with wB97M-V/def2-TZVPD.

Output
energy	-20582.821	eV
E_HOMO	-5.27	eV

```
! wB97M-V def2-TZVPD RIJCOSX def2/J DEFGRID3
* xyz -1 1
I -0.83 0.60 0.06
O -1.01 -2.97 0.72
H -0.83 -2.04 0.92
H -0.37 -3.06 0.04
O -1.93 -0.17 3.59
H -2.81 -0.13 3.74
H -1.55 -0.27 2.79
O 1.71 0.35 2.66
H 1.39 0.67 1.79
H 2.01 1.12 3.03
O -1.12 0.15 -3.59
H -1.96 0.69 -3.88
H -0.86 0.49 -2.64
O 2.29 -1.41 -0.82
H 1.42 -1.03 -0.77
H 2.71 -1.42 -1.73
O 0.86 2.88 -2.21
H 0.70 2.04 -1.58
H 0.18 3.51 -2.12
*
```